A molecular structure, C84H172CaO44 at a distorted geometry, computed with ωB97M-V/def2-TZVPD.

Each line ends with the Löwdin charge.
Cartesian coordinates (Å):
Ca: 4.063 0.410 -0.549  1.46
C: 7.309 3.577 -0.123  -0.01
C: 6.419 2.539 -0.018  -0.35
C: 6.447 1.636 1.215  -0.37
O: 5.547 0.713 1.294  -0.20
C: 7.284 1.983 2.232  -0.01
C: 8.376 2.923 2.111  -0.34
C: 8.422 3.815 0.768  -0.40
O: 9.297 4.606 0.692  0.06
O: 9.279 3.089 2.918  0.02
O: 5.643 2.201 -1.027  -0.20
H: 7.338 4.105 -1.016  0.09
H: 7.292 1.439 3.099  0.08
C: -0.071 -0.324 -2.100  -0.03
C: -1.320 0.057 -1.635  -0.36
C: -1.387 1.222 -0.529  -0.33
O: -2.493 1.595 -0.156  0.01
C: -0.129 1.680 -0.054  -0.02
C: 1.068 1.089 -0.384  -0.40
C: 1.105 0.096 -1.521  -0.36
O: 2.222 -0.459 -1.854  -0.16
O: 2.130 1.463 0.187  -0.15
O: -2.332 -0.471 -2.051  0.03
H: -0.005 -1.144 -2.759  0.10
H: -0.034 2.561 0.612  0.12
C: 0.750 -8.905 -0.340  -0.09
O: -0.288 -7.944 -0.166  -0.21
C: -0.243 -6.909 -1.132  -0.21
C: -1.377 -5.945 -1.058  -0.19
O: -2.580 -6.447 -1.635  -0.13
C: -3.217 -7.324 -0.703  -0.18
C: -4.356 -8.017 -1.444  -0.20
O: -3.888 -8.971 -2.389  -0.19
C: -4.691 -9.228 -3.545  -0.09
H: 1.740 -8.560 -0.007  0.06
H: 0.944 -9.258 -1.362  0.09
H: 0.399 -9.776 0.232  0.10
H: -0.345 -7.331 -2.105  0.12
H: 0.720 -6.315 -1.111  0.14
H: -1.034 -5.109 -1.693  0.13
H: -1.574 -5.562 -0.018  0.11
H: -3.651 -6.733 0.118  0.12
H: -2.496 -8.047 -0.249  0.13
H: -4.948 -7.253 -1.965  0.11
H: -5.019 -8.430 -0.664  0.12
H: -4.166 -9.982 -4.095  0.07
H: -4.848 -8.336 -4.121  0.08
H: -5.625 -9.696 -3.187  0.09
C: 4.101 -7.973 1.453  -0.09
O: 4.316 -7.996 0.062  -0.19
C: 5.583 -7.428 -0.196  -0.21
C: 5.739 -7.166 -1.692  -0.18
O: 4.850 -6.174 -2.193  -0.11
C: 3.606 -6.683 -2.557  -0.23
C: 2.809 -5.688 -3.281  -0.26
O: 2.406 -4.630 -2.512  -0.19
C: 1.889 -3.568 -3.289  -0.09
H: 3.829 -6.973 1.800  0.10
H: 4.965 -8.410 1.962  0.09
H: 3.321 -8.665 1.667  0.07
H: 6.407 -8.113 0.062  0.13
H: 5.757 -6.471 0.264  0.12
H: 5.613 -8.063 -2.273  0.11
H: 6.763 -6.780 -1.824  0.13
H: 3.062 -7.034 -1.670  0.11
H: 3.738 -7.567 -3.169  0.13
H: 1.926 -6.178 -3.759  0.14
H: 3.453 -5.326 -4.116  0.14
H: 2.689 -3.333 -4.030  0.09
H: 1.746 -2.711 -2.598  0.07
H: 0.963 -3.791 -3.798  0.09
C: 1.370 4.066 8.420  -0.10
O: 1.955 3.800 7.137  -0.17
C: 1.022 3.412 6.171  -0.22
C: 1.610 3.553 4.746  -0.17
O: 2.856 2.892 4.655  -0.14
C: 3.541 2.858 3.428  -0.19
C: 4.313 4.082 3.047  -0.16
O: 3.534 5.054 2.373  -0.19
C: 3.120 4.619 1.110  -0.12
H: 2.177 4.229 9.151  0.09
H: 0.642 3.288 8.780  0.10
H: 0.799 4.976 8.408  0.07
H: 0.065 3.995 6.065  0.12
H: 0.832 2.414 6.492  0.10
H: 1.630 4.634 4.484  0.14
H: 0.867 3.116 4.071  0.10
H: 2.832 2.459 2.710  0.11
H: 4.265 2.057 3.562  0.12
H: 5.160 3.809 2.393  0.12
H: 4.681 4.627 3.930  0.14
H: 2.567 5.410 0.680  0.07
H: 2.433 3.809 1.172  0.06
H: 3.923 4.273 0.489  0.09
C: -7.409 0.027 3.002  -0.08
O: -6.977 -0.564 1.798  -0.15
C: -5.932 0.112 1.210  -0.25
C: -5.567 -0.418 -0.109  -0.16
O: -6.457 -0.215 -1.202  -0.15
C: -7.618 -1.022 -1.312  -0.21
C: -7.454 -2.427 -0.960  -0.21
O: -6.555 -2.938 -1.972  -0.18
C: -6.640 -4.325 -2.099  -0.14
H: -8.140 -0.643 3.338  0.07
H: -7.870 1.018 2.824  0.08
H: -6.602 0.254 3.740  0.11
H: -4.958 -0.044 1.716  0.12
H: -6.091 1.191 1.242  0.11
H: -5.299 -1.499 0.009  0.13
H: -4.648 0.138 -0.476  0.14
H: -8.018 -0.947 -2.345  0.14
H: -8.424 -0.618 -0.697  0.12
H: -8.456 -2.926 -1.024  0.14
H: -7.031 -2.702 0.027  0.13
H: -6.709 -4.915 -1.146  0.10
H: -5.853 -4.731 -2.695  0.05
H: -7.625 -4.591 -2.542  0.09
C: 2.568 -0.426 5.218  -0.08
O: 1.512 -0.931 4.380  -0.20
C: 0.655 0.167 3.998  -0.19
C: -0.216 -0.230 2.872  -0.21
O: -1.100 -1.243 3.307  -0.12
C: -2.079 -1.450 2.296  -0.17
C: -2.980 -2.541 2.873  -0.14
O: -3.895 -2.937 1.819  -0.20
C: -3.234 -3.656 0.756  -0.09
H: 3.207 -1.328 5.525  0.11
H: 2.147 -0.007 6.115  0.08
H: 3.197 0.284 4.683  0.07
H: 1.216 1.032 3.655  0.10
H: 0.124 0.663 4.836  0.13
H: 0.313 -0.556 1.935  0.13
H: -0.702 0.695 2.582  0.10
H: -1.534 -1.790 1.414  0.11
H: -2.623 -0.562 2.098  0.10
H: -3.619 -2.124 3.631  0.11
H: -2.515 -3.394 3.411  0.13
H: -4.034 -3.932 0.035  0.10
H: -2.814 -4.549 1.199  0.06
H: -2.431 -3.123 0.200  0.09
C: 10.350 9.616 4.834  -0.07
O: 9.055 8.969 4.708  -0.20
C: 8.334 9.179 3.529  -0.23
C: 7.846 7.866 2.930  -0.20
O: 6.800 8.185 2.034  -0.14
C: 6.202 6.971 1.520  -0.16
C: 5.144 7.373 0.516  -0.20
O: 5.727 7.682 -0.744  -0.16
C: 4.803 7.952 -1.751  -0.12
H: 10.172 10.636 5.101  0.07
H: 10.885 9.504 3.945  0.06
H: 10.748 8.951 5.637  0.10
H: 9.056 9.636 2.766  0.13
H: 7.461 9.844 3.513  0.12
H: 7.437 7.310 3.769  0.12
H: 8.629 7.282 2.447  0.13
H: 5.637 6.492 2.340  0.12
H: 6.917 6.213 1.046  0.15
H: 4.554 8.212 0.984  0.15
H: 4.443 6.552 0.410  0.09
H: 4.213 7.112 -2.050  0.07
H: 5.370 8.138 -2.667  0.09
H: 4.265 8.845 -1.500  0.08
C: -0.499 6.983 1.456  -0.14
O: 0.195 6.935 0.263  -0.18
C: -0.496 6.247 -0.762  -0.21
C: 0.401 6.319 -1.967  -0.16
O: -0.030 5.332 -2.938  -0.14
C: 0.332 3.946 -2.578  -0.17
C: 1.166 3.294 -3.614  -0.20
O: 2.472 3.817 -3.692  -0.17
C: 3.298 3.627 -2.553  -0.08
H: -1.398 7.627 1.407  0.08
H: 0.136 7.490 2.187  0.09
H: -0.860 5.996 1.805  0.09
H: -1.449 6.759 -0.953  0.10
H: -0.681 5.208 -0.503  0.12
H: 1.450 6.149 -1.641  0.12
H: 0.322 7.278 -2.481  0.13
H: -0.607 3.381 -2.582  0.11
H: 0.823 3.891 -1.579  0.12
H: 0.706 3.374 -4.603  0.13
H: 1.209 2.256 -3.310  0.11
H: 3.574 2.568 -2.342  0.07
H: 2.853 3.979 -1.675  0.04
H: 4.243 4.160 -2.823  0.12
C: -3.716 -4.667 -4.861  -0.13
O: -3.967 -3.392 -5.349  -0.18
C: -3.478 -2.370 -4.501  -0.19
C: -3.994 -0.967 -4.822  -0.18
O: -3.681 -0.487 -6.124  -0.15
C: -2.239 -0.450 -6.414  -0.14
C: -1.356 0.430 -5.547  -0.19
O: -1.458 1.811 -5.896  -0.16
C: -2.564 2.383 -5.271  -0.10
H: -4.284 -5.364 -5.521  0.10
H: -4.146 -4.702 -3.907  0.04
H: -2.667 -5.012 -4.893  0.09
H: -2.360 -2.526 -4.560  0.13
H: -3.748 -2.572 -3.480  0.11
H: -3.646 -0.359 -4.007  0.09
H: -5.110 -0.941 -4.826  0.13
H: -2.153 -0.131 -7.457  0.13
H: -1.861 -1.462 -6.287  0.10
H: -0.311 0.205 -5.831  0.14
H: -1.487 0.193 -4.520  0.09
H: -3.439 1.769 -5.240  0.06
H: -2.888 3.269 -5.813  0.09
H: -2.321 2.764 -4.258  0.08
C: 0.600 -3.042 -0.014  -0.09
O: 0.095 -3.809 1.057  -0.19
C: 0.762 -3.500 2.275  -0.19
C: 1.703 -4.610 2.627  -0.17
O: 1.234 -5.751 3.367  -0.12
C: 0.311 -6.614 2.694  -0.17
C: -0.051 -7.713 3.644  -0.19
O: 0.846 -8.821 3.674  -0.19
C: 0.535 -9.816 4.591  -0.14
H: -0.052 -3.030 -0.846  0.06
H: 1.537 -3.442 -0.451  0.09
H: 0.807 -1.989 0.271  0.09
H: 0.038 -3.405 3.046  0.11
H: 1.268 -2.531 2.216  0.10
H: 2.459 -4.123 3.283  0.13
H: 2.185 -4.842 1.617  0.14
H: 0.709 -6.989 1.766  0.10
H: -0.548 -6.079 2.271  0.12
H: -1.064 -8.067 3.396  0.13
H: -0.119 -7.330 4.665  0.13
H: 0.496 -9.367 5.577  0.08
H: 1.297 -10.600 4.453  0.09
H: -0.476 -10.276 4.499  0.09
C: -2.251 3.197 4.800  -0.10
O: -3.462 2.508 4.558  -0.15
C: -3.583 2.047 3.235  -0.21
C: -4.254 3.020 2.282  -0.18
O: -5.622 3.257 2.699  -0.12
C: -6.172 4.302 1.895  -0.23
C: -7.543 4.502 2.347  -0.24
O: -8.332 3.344 2.313  -0.18
C: -8.613 2.870 0.996  -0.09
H: -2.071 3.177 5.848  0.07
H: -2.189 4.194 4.391  0.09
H: -1.423 2.627 4.351  0.07
H: -4.206 1.178 3.220  0.09
H: -2.588 1.731 2.835  0.12
H: -4.147 2.483 1.290  0.11
H: -3.586 3.889 2.171  0.12
H: -6.084 3.957 0.831  0.13
H: -5.622 5.248 2.027  0.13
H: -7.901 5.298 1.610  0.15
H: -7.507 4.876 3.358  0.13
H: -7.784 2.353 0.557  0.06
H: -8.960 3.691 0.395  0.08
H: -9.413 2.106 1.052  0.10
C: 3.623 -1.199 2.328  -0.09
O: 3.726 -1.666 0.970  -0.24
C: 4.915 -2.397 0.836  -0.21
C: 5.168 -2.542 -0.638  -0.17
O: 5.795 -1.355 -1.144  -0.20
C: 6.164 -1.495 -2.530  -0.15
C: 5.091 -1.247 -3.553  -0.22
O: 4.706 0.115 -3.608  -0.19
C: 3.787 0.328 -4.670  -0.08
H: 3.651 -2.018 3.015  0.08
H: 2.693 -0.681 2.447  0.07
H: 4.460 -0.502 2.573  0.09
H: 4.783 -3.428 1.267  0.14
H: 5.711 -1.867 1.348  0.13
H: 4.223 -2.734 -1.182  0.13
H: 5.817 -3.400 -0.844  0.13
H: 6.595 -2.454 -2.738  0.12
H: 6.877 -0.659 -2.628  0.15
H: 4.201 -1.886 -3.454  0.10
H: 5.510 -1.483 -4.564  0.14
H: 3.402 1.276 -4.527  0.06
H: 3.011 -0.438 -4.728  0.09
H: 4.294 0.379 -5.618  0.09
C: -4.059 6.206 -1.089  -0.15
O: -4.811 5.224 -1.721  -0.16
C: -4.015 4.054 -1.911  -0.18
C: -4.863 2.819 -2.137  -0.18
O: -5.630 2.947 -3.345  -0.10
C: -6.475 1.752 -3.466  -0.16
C: -6.647 1.305 -4.905  -0.25
O: -7.323 2.289 -5.585  -0.16
C: -7.023 2.340 -6.940  -0.12
H: -3.536 5.905 -0.160  0.08
H: -4.657 7.088 -0.806  0.09
H: -3.304 6.582 -1.756  0.07
H: -3.543 3.842 -0.990  0.09
H: -3.263 4.246 -2.679  0.13
H: -5.412 2.545 -1.243  0.11
H: -4.150 2.009 -2.243  0.11
H: -7.533 1.909 -3.091  0.15
H: -6.042 0.957 -2.923  0.07
H: -7.191 0.361 -4.857  0.12
H: -5.654 1.066 -5.346  0.10
H: -6.392 3.204 -7.247  0.10
H: -7.919 2.382 -7.553  0.07
H: -6.588 1.346 -7.219  0.10

Output
HOMO (eV): -3.048
Orbital gap (eV): 6.00
Net charge: -2
E_LUMO (Eh): 0.1085